Entry 1:
An isolated molecule of C9H9F10O4PS. Source: OMol25; level of theory: ωB97M-V/def2-TZVPD.

Last column: natural (NBO) charge in e.
CARTESIAN COORDINATES (ANGSTROEM)
C: 0.94651 -3.97269 -0.12241  -0.744
C: -0.21547 -4.10391 -1.07423  0.805
O: -0.61409 -5.12113 -1.53414  -0.516
O: -0.76166 -2.90315 -1.50239  -0.549
C: -1.29951 -2.04247 -0.50872  -0.380
P: -1.36666 -0.35481 -1.26779  0.629
C: -3.02957 0.20358 -0.62346  -0.066
C: -3.42246 -0.05047 0.82622  -0.665
F: -3.88130 -0.53045 -1.47321  -0.372
S: -0.03739 0.50219 0.22251  1.818
O: -0.61668 0.77395 1.50965  -0.908
O: 1.19170 -0.23929 0.10422  -0.928
C: 0.26430 2.16606 -0.53903  0.397
F: 0.71755 1.99700 -1.77520  -0.288
F: -0.95494 2.73853 -0.61507  -0.312
C: 1.20518 3.14338 0.24664  0.582
F: 0.44997 3.74359 1.17217  -0.288
F: 1.62300 4.06508 -0.63597  -0.297
C: 2.46795 2.63138 1.01258  0.556
F: 2.99651 3.73730 1.56010  -0.290
F: 2.07603 1.81636 1.99178  -0.287
C: 3.58804 1.92225 0.15760  0.924
F: 4.72569 2.61586 0.22581  -0.296
F: 3.80851 0.68939 0.60865  -0.289
F: 3.21179 1.84794 -1.12611  -0.308
H: 1.69436 -3.30088 -0.54970  0.252
H: 0.63864 -3.55799 0.84108  0.233
H: 1.37288 -4.96093 0.04195  0.246
H: -2.31432 -2.34931 -0.23250  0.221
H: -0.67901 -2.02624 0.39379  0.212
H: -3.15111 1.25468 -0.89748  0.203
H: -4.41176 -0.51860 0.82656  0.242
H: -2.73037 -0.70208 1.35596  0.221
H: -3.49233 0.88590 1.38014  0.240

Computed properties:
frontier orbital gap: 10.8 eV
LUMO energy: 0.2 eV
E_HOMO: -10.604 eV



Entry 2:
A structure of composition C9H9F3I2O4RuSYb at a distorted geometry. Source: OMol25; level of theory: ωB97M-V/def2-TZVPD.

Last column: natural (NBO) charge in e.
CARTESIAN COORDINATES (ANGSTROEM)
I: 0.92292 -3.73173 1.08030  0.970
I: 1.52054 4.05519 0.91355  0.517
Yb: 0.19530 1.59194 1.66345  1.453
Ru: -0.08575 -1.29330 1.43466  -0.291
S: 1.03478 -0.08555 -0.30249  0.274
C: -1.52658 -1.87247 0.31550  0.571
C: -1.18981 -1.77750 2.82642  0.597
C: 0.51849 -0.10420 -2.01982  -0.146
C: 1.34789 1.05559 -2.64403  -0.621
C: -0.97375 0.24370 -2.15893  -0.616
C: 0.83842 -1.45019 -2.69860  -0.629
C: -1.33443 2.13870 3.54327  0.426
C: -1.93892 2.33799 0.41744  0.440
O: -1.83435 -2.20236 3.70082  -0.239
O: -2.42192 -2.29811 -0.29824  -0.273
O: -1.90087 2.50046 4.47749  -0.201
O: -2.86825 2.66949 -0.20324  -0.239
H: 1.08989 1.18175 -3.71024  0.299
H: 2.41593 0.83301 -2.52452  0.247
H: 1.16102 1.98051 -2.07202  0.199
H: -1.40645 -0.27795 -3.02936  0.319
H: -1.11826 1.33133 -2.26773  0.250
H: -1.55410 -0.08809 -1.29429  0.185
H: 0.57251 -1.35328 -3.77172  0.299
H: 0.26967 -2.26581 -2.22432  0.207
H: 1.90797 -1.67834 -2.58379  0.249
F: 1.43762 0.91425 3.18565  -0.426
C: 1.31622 -0.57750 3.04624  0.729
F: 2.62928 -0.89585 2.86458  -0.275
F: 0.97501 -0.88165 4.33398  -0.275

Computed properties:
spin multiplicity: 7
total charge: +4
frontier orbital gap (alpha / beta): 8.8 / 5.5 eV
LUMO energy (alpha / beta): -15.1 / -18.6 eV
expectation value of S²: 12.0254
E_HOMO (alpha / beta): -23.886 / -24.047 eV



Entry 3:
A structure of composition C9H9F5MnN2O3S2 at a distorted geometry. Source: OMol25; level of theory: ωB97M-V/def2-TZVPD.

Last column: natural (NBO) charge in e.
CARTESIAN COORDINATES (ANGSTROEM)
Mn: 1.01634 -1.30720 -0.45691  1.507
N: 1.80434 -2.74250 1.34689  -0.716
N: 3.04894 -3.22730 0.87259  -0.533
C: 3.65384 -2.59140 -0.24781  0.872
O: 4.83764 -2.76710 -0.42471  -0.663
O: 2.83714 -1.91730 -0.95641  -0.894
H: 1.93174 -2.12020 2.15519  0.362
H: 1.21324 -3.52850 1.62509  0.381
H: 3.71224 -3.56680 1.56419  0.378
F: -4.64536 1.24040 2.18439  -0.287
C: -3.84726 0.55930 1.35249  0.243
C: -2.60636 0.10040 1.78319  0.270
F: -2.20606 0.30510 3.04279  -0.290
C: -1.78196 -0.56400 0.89379  0.287
F: -0.55966 -1.01020 1.34429  -0.341
C: -2.11226 -0.79000 -0.45061  -0.270
S: -1.06726 -1.56560 -1.58051  -0.393
C: -3.39146 -0.34440 -0.84131  0.299
F: -3.79776 -0.54330 -2.09641  -0.289
C: -4.23856 0.31330 0.03439  0.314
F: -5.43186 0.74020 -0.38561  -0.295
C: -0.14416 2.97030 -0.88621  -0.800
S: 1.33644 2.25780 -0.06731  1.275
C: 2.48714 2.47750 -1.46951  -0.806
O: 1.07814 0.78370 -0.05211  -1.080
H: -0.34246 2.42870 -1.80361  0.246
H: 0.04614 4.01910 -1.08521  0.236
H: -0.99226 2.87350 -0.21421  0.247
H: 2.79574 3.51640 -1.52491  0.237
H: 2.01794 2.15450 -2.39381  0.241
H: 3.34764 1.84560 -1.26211  0.259

Computed properties:
spin multiplicity: 6
frontier orbital gap (alpha / beta): 8.1 / 8.2 eV
LUMO energy (alpha / beta): 0.0 / -0.1 eV
expectation value of S²: 8.7556
E_HOMO (alpha / beta): -8.093 / -8.257 eV



Repeat the first record exactly.
An isolated molecule of C9H9F10O4PS. Source: OMol25; level of theory: ωB97M-V/def2-TZVPD.

Last column: natural (NBO) charge in e.
CARTESIAN COORDINATES (ANGSTROEM)
C: 0.94651 -3.97269 -0.12241  -0.744
C: -0.21547 -4.10391 -1.07423  0.805
O: -0.61409 -5.12113 -1.53414  -0.516
O: -0.76166 -2.90315 -1.50239  -0.549
C: -1.29951 -2.04247 -0.50872  -0.380
P: -1.36666 -0.35481 -1.26779  0.629
C: -3.02957 0.20358 -0.62346  -0.066
C: -3.42246 -0.05047 0.82622  -0.665
F: -3.88130 -0.53045 -1.47321  -0.372
S: -0.03739 0.50219 0.22251  1.818
O: -0.61668 0.77395 1.50965  -0.908
O: 1.19170 -0.23929 0.10422  -0.928
C: 0.26430 2.16606 -0.53903  0.397
F: 0.71755 1.99700 -1.77520  -0.288
F: -0.95494 2.73853 -0.61507  -0.312
C: 1.20518 3.14338 0.24664  0.582
F: 0.44997 3.74359 1.17217  -0.288
F: 1.62300 4.06508 -0.63597  -0.297
C: 2.46795 2.63138 1.01258  0.556
F: 2.99651 3.73730 1.56010  -0.290
F: 2.07603 1.81636 1.99178  -0.287
C: 3.58804 1.92225 0.15760  0.924
F: 4.72569 2.61586 0.22581  -0.296
F: 3.80851 0.68939 0.60865  -0.289
F: 3.21179 1.84794 -1.12611  -0.308
H: 1.69436 -3.30088 -0.54970  0.252
H: 0.63864 -3.55799 0.84108  0.233
H: 1.37288 -4.96093 0.04195  0.246
H: -2.31432 -2.34931 -0.23250  0.221
H: -0.67901 -2.02624 0.39379  0.212
H: -3.15111 1.25468 -0.89748  0.203
H: -4.41176 -0.51860 0.82656  0.242
H: -2.73037 -0.70208 1.35596  0.221
H: -3.49233 0.88590 1.38014  0.240

Computed properties:
frontier orbital gap: 10.8 eV
LUMO energy: 0.2 eV
E_HOMO: -10.604 eV



Repeat the second record exactly.
A structure of composition C9H9F3I2O4RuSYb at a distorted geometry. Source: OMol25; level of theory: ωB97M-V/def2-TZVPD.

Last column: natural (NBO) charge in e.
CARTESIAN COORDINATES (ANGSTROEM)
I: 0.92292 -3.73173 1.08030  0.970
I: 1.52054 4.05519 0.91355  0.517
Yb: 0.19530 1.59194 1.66345  1.453
Ru: -0.08575 -1.29330 1.43466  -0.291
S: 1.03478 -0.08555 -0.30249  0.274
C: -1.52658 -1.87247 0.31550  0.571
C: -1.18981 -1.77750 2.82642  0.597
C: 0.51849 -0.10420 -2.01982  -0.146
C: 1.34789 1.05559 -2.64403  -0.621
C: -0.97375 0.24370 -2.15893  -0.616
C: 0.83842 -1.45019 -2.69860  -0.629
C: -1.33443 2.13870 3.54327  0.426
C: -1.93892 2.33799 0.41744  0.440
O: -1.83435 -2.20236 3.70082  -0.239
O: -2.42192 -2.29811 -0.29824  -0.273
O: -1.90087 2.50046 4.47749  -0.201
O: -2.86825 2.66949 -0.20324  -0.239
H: 1.08989 1.18175 -3.71024  0.299
H: 2.41593 0.83301 -2.52452  0.247
H: 1.16102 1.98051 -2.07202  0.199
H: -1.40645 -0.27795 -3.02936  0.319
H: -1.11826 1.33133 -2.26773  0.250
H: -1.55410 -0.08809 -1.29429  0.185
H: 0.57251 -1.35328 -3.77172  0.299
H: 0.26967 -2.26581 -2.22432  0.207
H: 1.90797 -1.67834 -2.58379  0.249
F: 1.43762 0.91425 3.18565  -0.426
C: 1.31622 -0.57750 3.04624  0.729
F: 2.62928 -0.89585 2.86458  -0.275
F: 0.97501 -0.88165 4.33398  -0.275

Computed properties:
spin multiplicity: 7
total charge: +4
frontier orbital gap (alpha / beta): 8.8 / 5.5 eV
LUMO energy (alpha / beta): -15.1 / -18.6 eV
expectation value of S²: 12.0254
E_HOMO (alpha / beta): -23.886 / -24.047 eV



Number 2 is which compound?
C9H9F3I2O4RuSYb